(1)
{
  "formula": "C20H23BF16O3",
  "method": "ωB97M-V/def2-TZVPD",
  "species": ["F", "C", "F", "C", "F", "F", "C", "O", "C", "F", "F", "C", "F", "F", "H", "H", "H", "H", "F", "C", "F", "C", "F", "F", "C", "O", "C", "F", "F", "C", "F", "F", "H", "H", "H", "H", "B", "C", "C", "C", "O", "C", "C", "C", "C", "C", "C", "C", "H", "H", "H", "H", "H", "H", "H", "H", "H", "H", "H", "H", "H", "H", "H"],
  "positions_angstrom": [[-5.51, 0.75, 5.65], [-6.17, 0.54, 4.50], [-5.65, -0.57, 3.93], [-6.04, 1.72, 3.52], [-4.75, 1.86, 3.12], [-6.75, 1.39, 2.41], [-6.57, 3.09, 3.99], [-5.65, 4.03, 4.53], [-5.29, 3.97, 5.87], [-6.10, 3.14, 6.54], [-5.50, 5.21, 6.38], [-3.80, 3.63, 6.06], [-3.48, 2.47, 5.46], [-3.53, 3.51, 7.38], [-7.23, 0.35, 4.72], [-6.93, 3.58, 3.09], [-7.45, 2.98, 4.63], [-3.17, 4.42, 5.64], [6.25, 0.61, -3.80], [4.98, 0.17, -3.83], [4.29, 0.89, -2.92], [4.85, -1.32, -3.50], [5.23, -1.56, -2.23], [3.52, -1.62, -3.57], [5.58, -2.31, -4.43], [6.86, -2.81, -4.03], [8.01, -2.08, -4.30], [7.74, -1.08, -5.15], [8.85, -2.92, -4.94], [8.70, -1.59, -3.02], [7.87, -0.85, -2.25], [9.76, -0.82, -3.33], [4.56, 0.38, -4.82], [4.95, -3.21, -4.44], [5.59, -1.97, -5.47], [9.04, -2.45, -2.42], [1.74, 1.62, -0.35], [2.28, 0.11, -0.23], [1.41, -0.74, -1.21], [1.30, -2.17, -0.63], [0.17, -0.04, -1.30], [-0.79, -0.67, -2.14], [-2.02, -1.01, -1.29], [-2.45, -0.02, -0.42], [-3.52, -0.22, 0.43], [-4.18, -1.44, 0.38], [-3.76, -2.42, -0.48], [-2.67, -2.23, -1.34], [0.98, 2.03, 0.47], [2.07, 2.30, -1.26], [2.00, -0.21, 0.79], [3.35, 0.02, -0.43], [1.97, -0.74, -2.15], [0.35, -2.68, -0.82], [2.08, -2.78, -1.12], [1.50, -2.23, 0.45], [-1.14, 0.00, -2.95], [-0.40, -1.57, -2.64], [-1.91, 0.93, -0.37], [-3.78, 0.59, 1.11], [-5.01, -1.60, 1.07], [-4.26, -3.39, -0.50], [-2.34, -3.01, -2.02]],
  "mulliken_charge": [-0.226, 0.055, -0.241, 0.995, -0.254, -0.340, -0.769, -0.404, 0.782, -0.282, -0.301, 0.197, -0.208, -0.262, 0.283, 0.420, 0.323, 0.244, -0.228, 0.063, -0.225, 1.128, -0.279, -0.342, -0.960, -0.404, 0.779, -0.282, -0.300, 0.195, -0.206, -0.258, 0.266, 0.434, 0.355, 0.238, 0.294, -0.975, 0.850, -1.175, -0.269, -1.060, 0.839, -0.733, -0.277, -0.408, -0.469, -0.578, -0.115, -0.109, 0.357, 0.120, 0.116, 0.339, 0.272, 0.339, 0.319, 0.477, 0.311, 0.451, 0.385, 0.331, 0.384],
  "smiles": "FC(F)C(F)(F)COC(F)(F)C(F)F.FC(F)C(F)(F)COC(F)(F)C(F)F.BC[C@@H](C)OCc1ccccc1",
  "orbital_gap_ev": 9.590,
  "multiplicity": 1,
  "e_tot_ev": -71410.0040,
  "homo_energy_ev": -9.01
}

***

(2)
{
  "formula": "C20H23Cl3N4O3Se2V",
  "method": "ωB97M-V/def2-TZVPD",
  "species": ["V", "O", "C", "C", "C", "O", "C", "Se", "C", "Se", "H", "H", "H", "H", "H", "H", "H", "H", "H", "H", "Cl", "C", "Cl", "Cl", "C", "N", "C", "C", "C", "C", "C", "N", "C", "O", "N", "C", "C", "C", "C", "N", "C", "C", "C", "H", "H", "H", "H", "H", "H", "H", "H", "H", "H", "H", "H", "H"],
  "positions_angstrom": [[0.17, 0.62, 0.35], [2.59, 1.63, 2.50], [2.25, 2.85, 3.12], [0.74, 3.08, 3.10], [0.53, 4.22, 4.12], [-0.83, 4.64, 4.29], [-0.07, 1.90, 3.62], [-0.13, 0.16, 2.68], [0.18, 3.62, 1.77], [0.83, 2.90, 0.07], [3.54, 1.54, 2.36], [2.73, 3.71, 2.64], [2.56, 2.83, 4.17], [1.15, 5.08, 3.83], [0.85, 3.89, 5.10], [-1.18, 4.89, 3.43], [-1.11, 2.20, 3.70], [0.27, 1.63, 4.62], [0.43, 4.68, 1.68], [-0.91, 3.55, 1.78], [4.49, -2.68, 0.42], [4.24, -1.13, -0.30], [5.49, 0.37, 1.20], [4.99, -0.81, -1.82], [2.94, -0.64, -0.19], [1.91, -0.14, -0.04], [-9.64, 5.69, -3.58], [-8.46, 5.51, -2.66], [-7.34, 4.78, -3.05], [-6.25, 4.61, -2.21], [-6.27, 5.16, -0.93], [-5.18, 5.04, -0.03], [-4.31, 4.01, 0.19], [-3.32, 4.12, 0.89], [-4.67, 2.81, -0.40], [-3.91, 1.64, -0.37], [-4.54, 0.42, -0.56], [-3.81, -0.75, -0.54], [-2.45, -0.67, -0.31], [-1.84, 0.51, -0.14], [-2.53, 1.66, -0.18], [-7.38, 5.90, -0.53], [-8.45, 6.07, -1.39], [-9.49, 5.16, -4.52], [-9.79, 6.75, -3.82], [-10.56, 5.33, -3.13], [-7.31, 4.35, -4.04], [-5.37, 4.10, -2.58], [-5.01, 5.81, 0.60], [-5.63, 2.72, -0.72], [-5.61, 0.39, -0.71], [-4.28, -1.71, -0.68], [-1.84, -1.56, -0.25], [-1.97, 2.57, -0.07], [-7.40, 6.33, 0.46], [-9.30, 6.65, -1.05]],
  "lowdin_spin": [2.006, 0.004, 0.001, -0.001, 0.001, 0.000, 0.006, -0.044, 0.011, -0.013, 0.001, 0.000, 0.000, 0.000, 0.000, 0.000, 0.001, -0.001, -0.002, 0.001, 0.040, 0.293, 0.399, 0.039, 0.131, 0.109, 0.000, 0.000, 0.000, 0.000, 0.000, 0.000, 0.000, 0.000, -0.001, 0.000, 0.005, 0.000, 0.008, -0.001, 0.004, 0.000, 0.000, 0.000, 0.000, 0.000, 0.000, 0.000, 0.000, 0.000, 0.000, 0.000, 0.001, 0.001, 0.000, 0.000],
  "orbital_gap_ev": [6.069, 7.039],
  "multiplicity": 4,
  "e_tot_ev": -227162.9653,
  "s_squared": 3.8008,
  "homo_energy_ev": [-7.04, -8.03],
  "e_above_lowest_ev": 2.081
}